# 1
10
Properties=species:S:1:pos:R:3:forces:R:3:lowdin_charge:R:1 method="wB97M-V/def2-TZVPD" e_above_lowest_ev=3.5917 gap_ev="7.84 / 8.40" mol_weight_g_mol=88.1 energy_ev=-9315.109 spin_multiplicity=1
O -0.970399 -2.634509 0.531921 1.462 0.832 -0.660 0.08
O -0.826747 0.732071 1.949829 2.167 0.143 -3.155 0.08
O 0.571052 -1.585747 -0.842879 0.546 0.332 -0.109 0.05
C 0.209621 1.573796 -0.113957 -0.232 -0.266 0.367 -0.04
C -0.165629 -1.796769 0.240443 -1.425 1.627 0.806 -0.35
C -0.194345 0.619925 0.924061 -2.349 -2.518 3.509 -0.19
H 0.327668 2.537313 0.345198 -0.404 0.707 -0.059 0.09
H -0.574985 1.449049 -0.844144 -0.474 0.583 -0.329 0.10
H 0.524784 -2.222706 -1.565905 -0.384 -0.801 -0.044 0.11
H 1.098981 1.327578 -0.624567 1.094 -0.638 -0.327 0.07

---

# 2
89
Properties=species:S:1:pos:R:3:forces:R:3:lowdin_charge:R:1 method="wB97M-V/def2-TZVPD" gap_ev=8.43 mol_weight_g_mol=847.5 energy_ev=-115942.898 spin_multiplicity=1
S -2.852942 0.468977 0.821811 -0.014 0.092 -0.009 0.67
S 3.235008 5.958164 0.381504 0.115 0.052 0.112 0.96
S -1.203115 0.063489 -1.512810 -0.028 -0.172 0.064 0.93
F 0.162198 -5.330043 -6.780075 0.030 0.030 0.020 0.15
F -1.676756 -5.009089 -7.892109 0.020 -0.050 0.036 0.14
F 3.616619 -4.989561 -9.772573 0.005 -0.001 0.009 0.10
F -5.969041 -0.784679 9.435599 -0.040 -0.051 -0.027 0.14
F 2.552538 -3.194875 -9.085948 0.001 -0.002 -0.001 0.14
F -2.114993 -3.811315 5.405278 -0.001 -0.010 0.007 0.10
F -3.073257 -1.438963 4.669822 0.002 0.009 0.008 0.09
F 0.632061 -2.531333 -7.015349 0.014 0.004 0.009 0.10
F 4.571789 -3.978956 -7.495934 -0.001 0.004 0.012 0.10
F -4.454020 -2.566370 10.821010 0.005 0.005 0.006 0.10
F -1.194320 -3.140015 -5.972367 0.000 0.008 -0.001 0.10
F -2.163767 -1.444949 6.670446 0.001 0.006 -0.005 0.14
F -2.867230 -2.401155 9.321441 -0.009 -0.009 -0.005 0.10
F -3.470481 -3.900454 7.119862 0.003 0.000 0.003 0.10
F 2.656473 -4.278270 -6.484524 -0.009 0.006 0.002 0.09
F -5.537332 -2.615029 8.346417 0.035 -0.032 0.001 0.15
O 2.246215 6.047120 1.443520 0.055 -0.027 -0.117 -0.38
O 0.224624 -4.563659 -8.897165 0.207 0.392 0.119 0.05
O 0.882389 8.160570 -0.565998 0.170 -0.332 0.589 0.19
O 3.155476 4.442352 -0.219668 -0.069 -0.059 -0.022 -0.35
O -4.496958 -0.691254 7.808658 0.420 -0.161 0.095 0.05
O 2.610810 6.623726 -0.917193 -0.097 0.032 -0.060 -0.15
N -0.155850 0.805291 0.854327 -0.288 0.011 0.130 -0.24
C -0.125803 2.184655 1.368333 0.141 -0.102 -0.300 -0.18
C -1.352068 0.462298 0.179596 0.107 0.043 -0.098 -1.15
C -4.987206 -1.478470 8.807562 -0.204 0.108 0.022 -0.55
C 0.308916 -0.251457 1.766273 0.062 -0.198 -0.140 -0.17
C 0.930833 0.514952 -3.218560 0.001 -0.030 -0.052 -0.31
C -3.244558 -1.835622 5.967829 0.041 -0.005 0.014 -0.44
C 0.575946 -0.062094 -1.841474 -0.055 0.048 -0.142 -0.46
C 1.426716 -5.280769 -9.093320 -0.106 -0.302 -0.192 -0.04
C -0.431352 -0.384441 3.110261 0.038 -0.127 0.095 -0.21
C 0.465253 -0.505910 4.351300 0.011 0.092 0.059 -0.25
C 2.366147 2.405499 0.916235 0.013 0.085 -0.001 -0.15
C 3.519625 3.394782 0.702972 0.053 -0.113 -0.061 -0.21
C 2.728653 -4.507187 -8.848160 0.013 0.064 0.004 -0.44
C 1.603250 0.509173 4.448931 0.024 -0.032 0.007 -0.11
C -0.577957 -3.100978 -7.173934 -0.024 -0.019 -0.024 -0.28
C 3.433569 -4.705868 -7.500281 0.012 -0.010 -0.034 -0.31
C 0.930376 -0.521025 -4.346531 0.021 0.019 0.008 -0.11
C 0.188621 5.885602 -1.584864 -0.010 0.031 -0.051 -0.12
C -3.293703 -3.366330 5.894854 0.006 0.022 -0.019 -0.30
C 0.974574 3.002926 0.703725 0.084 -0.009 0.320 -0.16
C -4.498422 -1.099618 6.455452 -0.281 0.190 -0.159 -0.04
C 0.758988 4.880877 -2.597685 -0.008 -0.051 0.038 -0.10
C -3.918296 -1.765940 9.873731 -0.017 0.037 -0.005 -0.29
C -0.421046 -4.537543 -7.696381 -0.159 -0.160 -0.055 -0.55
B 1.214701 6.904414 -0.971924 -0.064 0.163 -0.215 -0.65
H 1.379462 -0.101641 1.916388 -0.036 0.092 0.035 0.10
H 0.961512 4.000595 1.150304 -0.081 0.044 -0.120 0.10
H 1.431547 -6.229253 -8.556293 0.034 0.055 0.090 0.15
H 1.439718 -5.502937 -10.158961 -0.028 -0.012 0.010 0.15
H 2.403826 0.305571 3.735047 -0.026 0.030 -0.018 0.06
H -4.504599 -0.169596 5.889416 -0.025 0.002 0.018 0.15
H -0.001505 8.207979 -0.186672 -0.120 0.181 -0.424 0.12
H 0.020662 2.178284 2.452039 -0.085 -0.008 -0.005 0.11
H -3.585665 -0.831016 10.327829 0.011 -0.001 0.000 0.17
H 1.639435 -0.253484 -5.130381 -0.076 0.047 -0.037 0.07
H -0.052172 -0.617472 -4.809731 -0.010 -0.079 0.065 0.07
H -1.089419 2.648099 1.153462 -0.010 0.036 0.205 0.11
H -0.602587 6.477853 -2.056125 -0.077 -0.090 0.051 0.11
H 3.840917 3.820894 1.657059 -0.098 0.099 -0.040 0.11
H 0.136153 3.987098 -2.667921 -0.037 0.049 -0.031 0.06
H -1.062699 -1.273006 3.071309 -0.085 0.081 0.005 0.09
H 2.428191 2.044076 1.947327 0.087 -0.047 -0.038 0.10
H 2.515835 1.540602 0.266705 -0.085 -0.010 0.022 0.10
H 1.251308 1.529858 4.276940 -0.013 -0.017 0.024 0.07
H -0.301512 5.350524 -0.761386 0.094 0.028 0.051 0.11
H 0.757645 3.101275 -0.361991 0.057 0.070 -0.005 0.10
H 0.837553 -1.120304 -1.796680 0.107 0.046 0.069 0.07
H 0.809162 5.321823 -3.594284 0.050 0.004 0.021 0.08
H -1.123020 0.448851 3.246391 0.097 0.077 -0.080 0.09
H 1.763282 4.561490 -2.322191 -0.012 -0.011 0.023 0.06
H 0.219886 -1.188794 1.210546 0.066 0.002 0.016 0.13
H 1.082435 0.465923 -1.035584 -0.099 -0.014 0.022 0.05
H 2.055432 0.479635 5.441518 -0.019 0.016 -0.007 0.07
H -5.400276 -1.653127 6.194102 0.050 -0.090 0.037 0.15
H -0.175765 -0.376850 5.226654 -0.014 -0.106 -0.014 0.09
H 3.684318 -5.758877 -7.349184 -0.012 -0.003 0.012 0.17
H 1.915225 0.983458 -3.150408 0.015 -0.061 0.041 0.10
H 4.378941 2.892676 0.257895 0.022 -0.001 0.082 0.12
H 1.225200 -1.504407 -3.974526 -0.003 0.005 -0.036 0.07
H 0.227220 1.314905 -3.461611 0.111 0.082 0.030 0.08
H -4.099094 -3.693967 5.232767 -0.009 -0.007 0.013 0.17
H 0.874939 -1.517122 4.431200 0.026 0.020 -0.072 0.11
H -1.173385 -2.511260 -7.872891 0.007 0.004 -0.007 0.18

---

# 3
19
Properties=species:S:1:pos:R:3:forces:R:3:lowdin_charge:R:1 method="wB97M-V/def2-TZVPD" e_above_lowest_ev=1.2363 gap_ev=10.33 mol_weight_g_mol=100.2 energy_ev=-8463.118 spin_multiplicity=1 smiles="C=C(C)CC=O.C"
O -1.255089 2.189801 -0.226060 -0.191 -0.436 -0.029 0.05
C 2.313259 2.104813 -0.011698 0.062 0.044 0.004 -0.05
C -1.125936 0.017859 0.791535 0.063 0.073 0.099 -0.13
C -1.366442 -2.215737 -0.456405 0.008 -0.037 -0.050 -0.07
C 0.869138 -1.233521 0.025887 -0.116 0.004 0.071 0.06
C -0.457932 -1.155920 0.105339 0.187 -0.055 -0.004 -0.37
C -1.603099 1.034057 -0.219773 0.045 0.266 -0.011 -0.25
H -0.805912 -2.917016 -1.079121 -0.095 0.060 0.071 0.08
H -2.175545 -1.787265 -1.061789 0.138 -0.058 0.108 0.08
H 2.702055 1.571120 0.860927 -0.126 0.080 -0.106 0.02
H 1.360554 -2.070678 -0.464401 -0.110 0.117 0.039 0.07
H -1.835051 -2.779747 0.360000 0.012 0.095 -0.114 0.09
H -2.308885 0.652322 -0.990022 0.104 0.086 0.052 0.12
H -2.003024 -0.327894 1.358261 0.109 0.027 -0.078 0.13
H 2.781864 3.090083 -0.050860 -0.024 -0.108 -0.043 0.02
H 1.509129 -0.474160 0.467553 -0.127 -0.111 -0.092 0.05
H 2.564648 1.541429 -0.915222 -0.067 0.122 0.136 0.02
H 1.229622 2.232553 0.059501 0.204 -0.085 0.016 0.00
H -0.442331 0.527325 1.475340 -0.075 -0.083 -0.069 0.12

---

# 4
63
Properties=species:S:1:pos:R:3:forces:R:3:lowdin_charge:R:1 method="wB97M-V/def2-TZVPD" gap_ev=8.52 mol_weight_g_mol=448.4 energy_ev=-55660.152 spin_multiplicity=1 smiles="COC[C@@]1(N=C(C)C)[C@@H](P(=N)(O)O)NC(=O)[C@@]1(F)[PH2]=N.CC(C)O.CC(C)O"
P 0.849740 -0.284931 -2.807218 1.433 -0.491 -2.218 0.53
P -2.937664 -4.138146 -0.612107 -1.190 0.463 0.060 0.80
F -3.003169 -2.487627 -2.579551 -0.269 -0.179 -0.260 0.00
O 1.898666 -0.549970 -1.641679 -0.904 0.411 0.425 -0.13
O -2.356964 3.220348 3.408518 0.323 -0.070 -0.029 -0.06
O 4.393903 0.660824 -0.852085 -0.250 -0.143 -0.006 -0.07
O 0.451208 -1.581887 0.514869 -0.224 0.273 -0.201 -0.18
O -0.831439 -4.792756 -3.137440 -0.461 0.789 0.173 0.10
O 0.505760 1.297148 -2.794250 -0.523 -0.478 1.249 -0.15
N 1.462006 -0.628859 -4.186010 -0.292 -0.047 0.146 -0.17
N -2.167751 -1.139842 -0.476547 2.350 0.389 1.607 0.15
N -0.431020 -2.517704 -3.414376 -0.700 -0.215 0.455 0.08
N -4.398360 -3.623385 -0.379622 0.266 -0.293 0.119 -0.30
C -0.719272 -1.292630 -2.645858 1.355 0.426 0.127 -0.24
C -1.188884 -1.827805 -1.247004 -2.841 -1.505 -1.595 -0.36
C -0.057539 -2.467599 -0.449733 0.947 0.706 0.361 -0.17
C -2.328884 2.767918 4.763618 -0.570 0.101 0.073 -0.50
C -2.065706 0.068956 -0.082712 0.197 0.333 -0.231 -0.34
C -2.725898 3.901504 5.696780 0.166 0.107 0.005 -0.07
C 6.579404 1.672170 -0.658802 0.046 -0.190 0.076 -0.06
C -1.992157 -3.050973 -1.806050 0.251 -0.048 0.274 -0.45
C -3.247615 1.566857 4.930837 0.108 -0.129 -0.086 -0.06
C 5.445756 1.287727 -1.595373 0.010 0.536 0.147 -0.48
C -1.857741 0.433976 1.360358 -1.694 -0.837 -0.120 -0.02
C -2.230355 1.259804 -0.991407 0.231 -0.314 0.138 -0.02
C 4.901663 2.496596 -2.339807 -0.147 -0.100 -0.122 -0.06
C 1.697293 -1.998839 1.027435 -0.146 0.062 0.144 -0.09
C -1.043775 -3.636570 -2.843421 0.362 -0.292 -0.291 -0.42
H -2.881347 -5.413050 -1.207329 0.573 -0.001 0.148 0.02
H -1.446534 -0.710927 -3.204193 -0.533 0.123 0.443 0.12
H -5.064134 -4.319452 -0.688723 -0.208 0.136 -0.075 -0.05
H -2.685902 3.588312 6.740773 -0.027 0.001 0.004 0.08
H 6.229316 2.381909 0.095914 -0.013 0.078 -0.072 0.08
H -2.295574 0.928481 -2.019729 0.016 0.198 -0.229 0.06
H -2.062281 4.756099 5.563906 0.038 -0.023 0.015 0.08
H -3.741335 4.241066 5.475532 -0.043 -0.090 0.029 0.08
H -1.299021 2.471451 4.965593 0.053 0.034 -0.139 0.14
H -4.278836 1.836939 4.687086 -0.008 0.061 0.079 0.08
H 5.678244 2.976764 -2.935516 0.002 0.020 0.011 0.08
H -2.954685 0.763505 4.254754 0.041 -0.015 0.028 0.06
H -2.186979 -4.157638 0.576005 0.372 -0.148 -0.303 0.01
H -0.609293 -2.397831 -4.397739 0.806 -0.229 -0.347 0.14
H -3.222263 1.187412 5.953022 -0.026 0.007 0.006 0.08
H 6.953562 0.795248 -0.130175 0.020 -0.020 -0.043 0.08
H -2.783828 0.895837 1.703392 0.161 0.512 0.282 0.08
H -1.014370 1.098873 1.482303 0.082 0.206 -0.010 0.09
H 1.538303 -2.690817 1.854669 0.136 -0.163 0.099 0.09
H 7.405073 2.127981 -1.205533 -0.006 0.024 0.002 0.08
H 4.072199 1.302473 -0.208497 0.195 0.072 0.095 0.09
H -0.286177 1.438464 -3.321350 -0.070 0.342 -0.153 0.06
H -1.758722 -0.486227 1.918766 0.367 -0.101 0.184 0.08
H 5.797685 0.545725 -2.311670 -0.120 -0.131 0.052 0.14
H 4.086348 2.203175 -3.002532 0.037 -0.027 -0.038 0.08
H -1.476600 2.020972 -0.818766 0.186 0.085 -0.137 0.08
H 0.746728 -2.704363 -1.152373 0.034 -0.191 -0.125 0.13
H 2.399592 -0.993405 -4.108517 0.076 -0.110 -0.318 -0.02
H 2.282178 0.255329 -1.273102 0.421 -0.027 0.081 0.06
H -3.183222 1.702121 -0.705928 -0.207 0.073 -0.075 0.09
H 2.214232 -1.116549 1.385719 0.053 0.144 0.190 0.09
H 2.328947 -2.459566 0.270138 -0.004 -0.093 -0.165 0.09
H -3.258536 3.489385 3.206916 -0.055 0.026 0.018 0.09
H 4.500796 3.231498 -1.635563 0.100 0.023 0.039 0.08
H -0.344770 -3.403499 0.031385 -0.286 -0.063 0.006 0.11

---

# 5
27
Properties=species:S:1:pos:R:3:forces:R:3:lowdin_charge:R:1 method="wB97M-V/def2-TZVPD" e_above_lowest_ev=5.0209 gap_ev=6.45 mol_weight_g_mol=205.3 charge=+1 energy_ev=-25421.496 spin_multiplicity=1
S -2.929868 0.558367 0.041704 -0.513 0.728 -0.494 1.04
N 0.148228 1.376004 -2.691602 0.119 -0.149 -0.359 0.13
N 0.164620 -1.508326 -0.549597 1.545 -0.262 -0.624 -0.15
C 1.300973 2.019600 0.341141 -1.408 -0.030 -2.693 -0.04
C 2.223634 0.448812 1.827068 0.613 -3.034 0.977 -0.05
C 2.081331 1.767741 1.423405 -0.275 -1.106 0.531 -0.10
C 0.615209 0.961045 -0.379043 1.240 -0.128 0.261 -0.15
C 1.074646 -2.503424 -1.227798 -1.525 -1.014 0.589 0.02
C 1.647976 -0.659319 1.086841 1.839 2.128 2.846 -0.02
C -1.143112 -1.530421 -0.609615 -1.039 -1.502 0.015 -0.12
C -3.690287 0.636002 1.707138 2.185 -2.235 -0.479 -0.28
C -0.243104 1.404713 -1.486629 -1.120 0.081 2.153 -0.11
C 0.816768 -0.427212 0.048921 -0.656 3.372 -0.702 -0.25
C -1.920274 -0.623594 0.103529 0.518 -2.006 -0.779 -0.38
H 1.893893 -1.627340 1.510052 -0.377 -0.148 -0.387 0.12
H -1.546491 -2.532426 -1.104079 0.234 2.510 1.049 0.20
H -2.764928 0.543787 2.337017 -1.308 -0.464 -0.060 0.07
H 2.182616 -2.354530 -0.965258 -2.036 -0.110 -0.380 0.13
H 0.654159 -3.525910 -0.886675 1.213 1.391 -0.791 0.12
H -4.021010 1.617778 1.829972 -1.248 1.337 0.146 0.02
H 0.811908 -2.318914 -2.280862 0.926 -0.624 0.100 0.09
H 2.437359 2.635889 1.922197 0.740 0.172 0.667 0.11
H 1.265570 3.082140 -0.050885 -0.390 -1.474 0.479 0.14
H -4.410888 -0.225728 1.684558 0.587 1.194 0.714 0.08
H -0.442642 1.735018 -3.407203 -0.416 0.221 -0.585 0.11
H 2.774661 0.038643 2.765873 -0.793 1.520 -1.718 0.14
H 1.019058 1.011596 -2.990181 1.346 -0.371 -0.476 0.11

---

# 6
17
Properties=species:S:1:pos:R:3:forces:R:3:lowdin_charge:R:1 method="wB97M-V/def2-TZVPD" e_above_lowest_ev=4.2923 s_squared=0.757 gap_ev="5.36 / 4.87" mol_weight_g_mol=155.2 charge=+1 energy_ev=-30499.770 spin_multiplicity=2
S -1.479279 1.574008 1.280830 -0.265 -0.517 -0.871 0.83
S 2.555319 1.596390 0.575326 -0.878 -0.477 0.954 0.62
O 2.659065 -1.488232 -0.273554 -1.106 1.993 1.435 -0.13
O -0.367631 -2.201030 -0.192225 -1.282 2.175 -1.819 0.15
N -2.349525 -2.220361 -1.528811 1.382 -1.567 1.944 0.13
C -1.395072 -0.133037 -0.952494 2.638 2.316 0.955 0.16
C -1.194046 -1.560905 -0.853011 -2.266 -4.360 1.328 -0.40
C -0.539358 0.823712 -0.204987 1.119 -2.075 1.692 -0.48
H 0.230387 0.233096 0.403586 -1.002 0.450 -1.457 0.03
H -3.344090 -2.018203 -1.220165 1.640 0.410 -0.601 0.14
H 2.073580 -1.759494 0.480612 0.813 -0.068 -1.027 0.04
H -2.227487 -3.280411 -1.385114 -0.140 2.028 -0.446 0.15
H -0.977722 2.797207 1.126968 -0.024 0.327 -0.241 -0.12
H 2.693751 -0.484722 -0.100485 0.423 -2.261 -0.492 -0.09
H -2.146544 0.074012 -1.668936 -0.955 1.016 -0.342 0.13
H 0.064722 1.618190 -0.708719 -1.065 -0.335 -0.142 0.09
H 3.302822 2.371951 -0.135391 0.966 0.944 -0.871 -0.25

---

Copy entry 1 word for word.
10
Properties=species:S:1:pos:R:3:forces:R:3:lowdin_charge:R:1 method="wB97M-V/def2-TZVPD" e_above_lowest_ev=3.5917 gap_ev="7.84 / 8.40" mol_weight_g_mol=88.1 energy_ev=-9315.109 spin_multiplicity=1
O -0.970399 -2.634509 0.531921 1.462 0.832 -0.660 0.08
O -0.826747 0.732071 1.949829 2.167 0.143 -3.155 0.08
O 0.571052 -1.585747 -0.842879 0.546 0.332 -0.109 0.05
C 0.209621 1.573796 -0.113957 -0.232 -0.266 0.367 -0.04
C -0.165629 -1.796769 0.240443 -1.425 1.627 0.806 -0.35
C -0.194345 0.619925 0.924061 -2.349 -2.518 3.509 -0.19
H 0.327668 2.537313 0.345198 -0.404 0.707 -0.059 0.09
H -0.574985 1.449049 -0.844144 -0.474 0.583 -0.329 0.10
H 0.524784 -2.222706 -1.565905 -0.384 -0.801 -0.044 0.11
H 1.098981 1.327578 -0.624567 1.094 -0.638 -0.327 0.07